(1)
A cluster of 2 separate species, C6H12N2 in total. Source: OMol25; level of theory: ωB97M-V/def2-TZVPD.

Results
* energy relative to the best compared isomer or geometry (same formula, charge and spin): 86.1 kcal per mole
* SMILES: [H]/N=C\C(C)=N/[H].C=CC
* E: -345.19059 Ha
* lowest unoccupied orbital energy: 0.46 eV
* HOMO energy: -9.12 eV

ORCA input file:
```
! wB97M-V def2-TZVPD RIJCOSX def2/J DEFGRID3
* xyz 0 1
C 2.1138 1.1114 -0.8161
C 1.2963 -0.0694 -1.2513
C 0.1113 0.2620 -2.1068
N 1.7390 -1.2393 -1.0250
N -0.9305 -0.4268 -2.2875
H 1.1606 -1.9861 -1.4119
H -0.9413 -1.3030 -1.7623
H 0.1534 1.2056 -2.6478
H 2.8189 0.8102 -0.0460
H 1.4736 1.9147 -0.4529
H 2.6744 1.4939 -1.6711
C -0.1466 -0.4742 1.1495
C -1.3681 0.2102 2.0738
C -2.6250 -0.1876 2.0055
H -1.0048 0.7603 2.9346
H -0.5690 -1.3540 0.6707
H 0.6995 -0.6149 1.8218
H -0.3240 0.6412 0.8581
H -3.3439 0.0374 2.7787
H -2.9877 -0.7916 1.1862
*
```

=====

(2)
A cluster of 2 separate species, C6H12N2 in total. Source: OMol25; level of theory: ωB97M-V/def2-TZVPD.

Results
* energy relative to the best compared isomer or geometry (same formula, charge and spin): 5.0 kcal per mole
* SMILES: Cc1c[nH]cn1.CC
* E: -345.31988 Ha
* lowest unoccupied orbital energy: 0.88 eV
* HOMO energy: -8.56 eV

ORCA input file:
```
! wB97M-V def2-TZVPD RIJCOSX def2/J DEFGRID3
* xyz 0 1
C 3.3518 -0.6466 0.3617
C 2.1427 -1.3355 -0.2479
H 3.7399 -1.1297 1.2707
H 4.2091 -0.6340 -0.3034
H 3.1398 0.3812 0.6621
H 1.3126 -1.5909 0.4039
H 1.7865 -0.6367 -1.0134
H 2.4424 -2.1830 -0.8720
C -1.6447 -1.6740 -0.3742
C -1.5046 0.4979 0.9809
C -1.2816 -0.2399 -0.1442
C -0.5174 1.7332 -0.5114
N -1.0330 1.7490 0.7509
N -0.6333 0.5681 -1.0578
H -1.9833 0.0997 1.8647
H -1.1326 2.5483 1.3610
H -1.3209 -2.2164 0.5210
H -1.1407 -2.0883 -1.2432
H -0.0127 2.5798 -0.9516
H -2.7253 -1.7664 -0.4986
*
```

=====

Question: Which formula does entry 1 have?
Answer: C6H12N2

=====

Question: Look up the E of the first one.
Answer: -345.19059 Ha